Molecular formula: C2H5N4
Method: DFT, wB97M-V/def2-TZVPD

Output
Net charge   +1
HOMO energy (spin up / spin down)   -11.0 / -15.8 eV
Energy relative to the best compared isomer or geometry (same formula, charge and spin)   66.4 kcal/mol
Lowest unoccupied orbital energy (spin up / spin down)   -4.38 / -8.18 eV
2S+1   3
Molar mass   85.09 g mol⁻¹
DFT total energy   -8100.4101 eV
HOMO-LUMO gap (spin up / spin down)   0.2428 / 0.2803 Eh
Maximum force   0.1686 hartree/bohr

Cartesian coordinates (Å):
1 N -2.410 -0.658 0.305
2 N 0.157 0.962 0.217
3 N -1.848 0.146 -0.186
4 N -0.994 0.880 -0.616
5 C 1.005 -0.094 0.565
6 C 1.297 -1.166 -0.212
7 H 0.149 1.837 0.781
8 H 1.941 -2.033 0.037
9 H -1.244 1.589 -1.349
10 H 1.327 -0.115 1.505
11 H 0.621 -1.347 -1.045